Record 1
{"formula": "C13H22Cl2I2IrN3O2", "method": "wB97M-V/def2-TZVPD", "spin_multiplicity": 2, "e_above_lowest_kcal_mol": 0.0, "charge": 1, "gap_ha": [0.23828, 0.21820], "fmax_ev_per_a": 6.682, "lumo_ev": [-3.64, -5.07], "e_tot_ev": -66475.7657, "e_homo_ev": [-10.122, -11.007], "species": ["Ir", "N", "C", "C", "N", "C", "C", "N", "H", "H", "H", "H", "H", "H", "H", "H", "H", "H", "H", "H", "H", "Cl", "C", "C", "C", "C", "C", "C", "C", "H", "H", "H", "H", "H", "H", "I", "I", "Cl", "C", "C", "O", "O", "H", "H", "H"], "xyz": [[-0.2286, -0.2640, -0.1361], [-2.0695, -1.1096, -0.0039], [-1.9314, -2.3109, 0.7640], [-0.8025, -2.1136, 1.8164], [0.4093, -1.4578, 1.3059], [1.3916, -2.3595, 0.6914], [1.1283, -2.6655, -0.8112], [0.7599, -1.4451, -1.4634], [-2.6185, -0.9862, -0.8922], [-2.6526, -0.1396, 0.6276], [-2.8717, -2.5601, 1.2658], [-1.6801, -3.1460, 0.1046], [-1.2047, -1.4601, 2.6013], [-0.5689, -3.0651, 2.3079], [0.9144, -0.6844, 2.1431], [2.3639, -1.8539, 0.7533], [1.4981, -3.2907, 1.2595], [2.0222, -3.0992, -1.2700], [0.3208, -3.3967, -0.9047], [1.7594, -0.6463, -1.6775], [0.3545, -1.3274, -2.4453], [2.7648, -0.0086, -2.8543], [1.8770, 1.3298, -2.2085], [1.5765, 2.3807, -3.0830], [0.8725, 3.4950, -2.6281], [0.4659, 3.5599, -1.2980], [0.7673, 2.5139, -0.4218], [1.4755, 1.3864, -0.8629], [1.7890, 0.3580, 0.1229], [1.8949, 2.3374, -4.1217], [0.6443, 4.3107, -3.3094], [-0.0830, 4.4273, -0.9383], [0.4429, 2.5895, 0.6144], [1.9470, 0.6330, 1.1872], [2.4523, -0.4977, -0.1096], [-1.4278, 0.0737, -2.5728], [-2.5898, 0.4008, -4.9341], [-1.4910, 0.1209, 4.7951], [-2.0398, 1.2181, 3.4993], [-0.9501, 1.3984, 2.4412], [-0.2514, 2.4481, 2.5559], [-0.9118, 0.5092, 1.5407], [-2.3002, 2.1765, 3.9580], [-2.9430, 0.7919, 3.0518], [-0.2759, 1.4289, -0.4604]]}


Record 2
{"formula": "C13H22ClI2NOPTi", "method": "wB97M-V/def2-TZVPD", "spin_multiplicity": 2, "e_above_lowest_kcal_mol": 38.3, "charge": 2, "gap_ha": [0.27074, 0.19091], "fmax_ev_per_a": 3.872, "lumo_ev": [-8.13, -10.24], "e_tot_ev": -78487.9962, "e_homo_ev": [-15.495, -15.432], "species": ["I", "I", "Ti", "P", "C", "C", "H", "H", "H", "C", "H", "H", "H", "H", "H", "H", "C", "O", "Cl", "C", "N", "C", "C", "C", "C", "C", "C", "C", "C", "H", "H", "H", "H", "H", "H", "H", "H", "H", "H", "H", "H", "H"], "xyz": [[-2.4704, -2.2830, 1.2142], [-1.6915, 1.8821, 1.6318], [-0.8928, -0.7736, -0.1235], [-2.3799, -0.3018, -2.0572], [-3.8460, 0.7451, -1.8931], [-1.6401, 0.3527, -3.5759], [-2.2904, -2.5332, -2.9995], [-3.8740, -1.7192, -3.2952], [-3.4933, -2.4331, -1.6870], [-3.0791, -1.9096, -2.5602], [-0.8248, -0.3078, -3.9024], [-2.4322, 0.3905, -4.3426], [-4.4559, 0.6536, -2.8067], [-3.5395, 1.7874, -1.7356], [-1.2442, 1.3623, -3.3927], [-4.4202, 0.3970, -1.0289], [-0.8279, 1.4268, -0.5181], [-0.5033, 2.2863, -1.2565], [-0.0563, -2.5289, -1.3288], [1.8131, 1.4824, 2.7522], [1.4726, 0.0715, 3.1049], [0.5187, 0.0129, 4.2549], [0.9840, -0.7797, 1.9499], [1.8141, -0.4962, 0.7481], [3.2188, -0.5414, 0.7841], [3.9311, -0.1418, -0.3437], [3.2815, 0.3693, -1.4646], [1.8850, 0.4353, -1.4917], [1.1900, -0.0631, -0.4138], [0.9461, 1.9396, 2.2457], [2.6964, 1.4841, 2.1009], [2.0262, 2.0273, 3.6904], [2.3580, -0.3623, 3.4087], [-0.4582, 0.3803, 3.9171], [0.4548, -1.0347, 4.5620], [0.9127, 0.6263, 5.0757], [1.0552, -1.8150, 2.3136], [-0.1133, -0.5331, 1.8139], [3.7349, -0.9249, 1.6678], [5.0230, -0.2003, -0.3354], [3.8491, 0.7333, -2.3207], [1.3682, 0.8370, -2.3621]]}


Record 3
{"formula": "C13H22ClN5", "method": "wB97M-V/def2-TZVPD", "spin_multiplicity": 1, "e_above_lowest_kcal_mol": 0.0, "smiles": "Cc1c(Cl)nc(N2CCN(C)CC2)nc1NC(C)C", "gap_ha": 0.31702, "fmax_ev_per_a": 2.424, "lumo_ev": 0.78, "e_tot_ev": -33810.9731, "e_homo_ev": -7.850, "species": ["C", "C", "C", "Cl", "N", "C", "N", "C", "C", "N", "C", "C", "C", "N", "C", "N", "C", "C", "C", "H", "H", "H", "H", "H", "H", "H", "H", "H", "H", "H", "H", "H", "H", "H", "H", "H", "H", "H", "H", "H", "H"], "xyz": [[-2.4052, -0.1787, 2.9458], [-1.4792, 0.5890, 2.0403], [-0.7807, 1.6956, 2.4736], [-0.8484, 2.2868, 4.1397], [0.0965, 2.3429, 1.7131], [0.2733, 1.9611, 0.4804], [1.0797, 2.6891, -0.3465], [1.9206, 3.7572, 0.2213], [3.2688, 3.2110, 0.7751], [3.9752, 2.4202, -0.2696], [5.4212, 2.1315, 0.0157], [3.1906, 1.3550, -0.9611], [1.8117, 1.9257, -1.4251], [-0.3779, 0.9111, -0.0426], [-1.1750, 0.2148, 0.7550], [-1.6612, -0.9016, 0.0903], [-1.6904, -2.3013, 0.6455], [-0.7919, -3.1992, -0.1832], [-3.1284, -2.8019, 0.6003], [-1.8286, -0.7671, 3.6834], [-3.0634, 0.4894, 3.4836], [-3.0173, -0.8573, 2.3964], [1.4168, 4.2582, 0.9844], [2.1344, 4.4783, -0.5482], [3.9028, 4.0264, 1.0916], [3.0961, 2.6014, 1.6377], [5.9062, 3.0379, 0.3985], [5.9638, 1.8631, -0.9351], [5.5171, 1.3314, 0.7627], [2.9652, 0.5906, -0.2667], [3.7092, 0.9075, -1.8238], [1.1951, 1.1452, -1.8804], [2.0061, 2.5863, -2.2282], [-1.4427, -0.7946, -0.9227], [-1.2926, -2.3350, 1.6507], [-1.1580, -3.2257, -1.2087], [0.2454, -2.7809, -0.1615], [-0.7682, -4.2136, 0.2143], [-3.8129, -1.9767, 0.8080], [-3.3339, -3.6017, 1.3025], [-3.3436, -3.1752, -0.4099]]}


Record 4
{"formula": "C13H22I2N5PdS", "method": "wB97M-V/def2-TZVPD", "spin_multiplicity": 1, "e_above_lowest_kcal_mol": 21.4, "charge": 1, "gap_ha": 0.23039, "fmax_ev_per_a": 0.336, "lumo_ev": -4.07, "e_tot_ev": -51801.0884, "e_homo_ev": -10.340, "species": ["Pd", "S", "C", "N", "C", "C", "C", "N", "H", "H", "H", "H", "H", "H", "H", "H", "N", "C", "C", "N", "H", "H", "H", "H", "H", "H", "H", "H", "H", "N", "C", "C", "C", "C", "C", "C", "C", "H", "H", "H", "H", "H", "I", "I"], "xyz": [[-2.0976, -1.4210, -0.4981], [-0.0062, -2.3593, -0.8807], [0.8341, -1.0064, -1.5472], [1.5156, -0.1637, -0.7740], [2.2973, 0.9681, -1.2699], [2.7576, 0.6745, -2.6866], [1.5578, 0.2752, -3.5274], [0.8497, -0.8149, -2.8628], [1.4477, -0.3298, 0.2172], [3.1450, 1.1106, -0.6016], [1.6909, 1.8782, -1.2441], [3.4889, -0.1355, -2.6779], [3.2339, 1.5553, -3.1139], [1.8642, -0.0718, -4.5123], [0.8850, 1.1266, -3.6611], [0.3249, -1.4827, -3.4038], [1.0967, -2.9898, 3.5932], [-0.1228, -3.7326, 3.8953], [-1.1109, -3.5190, 2.7584], [-1.2408, -2.0621, 2.5089], [1.6428, -2.8170, 4.4260], [-0.3218, -1.6193, 2.6516], [1.6853, -3.4942, 2.9409], [-0.5445, -3.3420, 4.8236], [0.0206, -4.8073, 4.0341], [-2.0913, -3.9387, 2.9708], [-0.7382, -3.9562, 1.8322], [-1.5285, -1.8573, 1.5207], [-1.8975, -1.5892, 3.1278], [-0.4037, 0.6313, 1.9980], [-0.5121, 1.4239, 1.1724], [-0.6554, 2.3924, 0.1212], [-0.1240, 3.6713, 0.2577], [-0.2214, 4.5603, -0.7993], [-0.8430, 4.1736, -1.9801], [-1.3781, 2.8968, -2.1089], [-1.2853, 1.9989, -1.0598], [0.3585, 3.9575, 1.1827], [0.1854, 5.5575, -0.7026], [-0.9171, 4.8735, -2.8019], [-1.8753, 2.6042, -3.0244], [-1.6950, 0.9948, -1.1412], [-4.5819, -0.9606, -0.4155], [-4.6897, 1.1463, 1.2624]]}


Record 5
{"formula": "C13H22MnNOSSi2", "method": "wB97M-V/def2-TZVPD", "spin_multiplicity": 6, "charge": -1, "gap_ha": [0.20748, 0.24444], "fmax_ev_per_a": 0.468, "lumo_ev": [2.58, 2.56], "e_tot_ev": -75289.1027, "e_homo_ev": [-3.065, -4.093], "species": ["Mn", "C", "Si", "C", "C", "C", "C", "C", "C", "C", "Si", "C", "C", "H", "H", "H", "H", "H", "H", "H", "H", "H", "H", "H", "H", "H", "H", "H", "H", "C", "C", "O", "H", "H", "H", "H", "H", "H", "S", "C", "N"], "xyz": [[-1.4316, -1.0409, -0.1854], [1.8704, -2.3380, 1.1818], [0.9171, -1.7673, -0.3677], [1.5388, -2.9944, -1.6692], [1.8299, -0.1405, -0.8237], [3.2219, -0.1677, -1.0106], [3.9498, 0.9720, -1.3178], [3.2904, 2.1893, -1.4513], [1.9158, 2.2418, -1.2742], [1.1577, 1.1018, -0.9590], [-0.7326, 1.2865, -0.6928], [-0.8014, 2.6490, 0.6486], [-1.3046, 2.2468, -2.2204], [2.9438, -2.4184, 0.9674], [1.5173, -3.3188, 1.5197], [1.7461, -1.6343, 2.0122], [2.6344, -2.9922, -1.6985], [1.1684, -2.7454, -2.6683], [1.2044, -4.0108, -1.4363], [3.7552, -1.1102, -0.9122], [5.0244, 0.9147, -1.4536], [3.8460, 3.0891, -1.6920], [1.4169, 3.2017, -1.3835], [-0.3062, 3.5604, 0.2905], [-0.2920, 2.3363, 1.5671], [-1.8346, 2.9117, 0.9066], [-0.6900, 3.1435, -2.3605], [-2.3488, 2.5603, -2.1115], [-1.2366, 1.6390, -3.1281], [-2.7619, -0.1149, 4.0317], [-2.1503, 0.0154, 2.6579], [-2.3178, -1.2010, 1.8995], [-2.6004, 0.8058, 4.5961], [-2.3138, -0.9445, 4.5801], [-3.8413, -0.2819, 3.9680], [-1.0756, 0.1645, 2.7136], [-2.5662, 0.8545, 2.1034], [-3.2605, -1.4083, 1.8274], [-4.6960, -3.0270, -3.1151], [-3.5891, -2.3549, -2.1272], [-2.7974, -1.8729, -1.4130]]}